2 unconnected molecules or ions with the total composition C2H7N2O2 at a distorted geometry, computed with ωB97M-V with the def2-TZVPD basis set.

spin multiplicity	1
F_max	1.68	eV/A
molecular weight	91.090	g/mol
energy above the lowest of the compared OMol25 structures with the same formula, charge and spin	17.59	kcal/mol
charge	-1
E	-9263.9332	eV

Each line ends with the Löwdin charge.
CARTESIAN COORDINATES (ANGSTROEM)
N -0.13833 -1.16730 1.02745  -0.0174
C 0.17606 -0.02256 1.81085  -0.4179
N -0.19575 1.24683 1.21184  -0.0199
H -1.12833 -1.33585 0.95345  0.0525
H 0.19919 -1.30310 0.06985  0.0260
H -0.31603 -0.12646 2.79770  0.0833
H 1.22436 0.04940 2.14514  0.0928
H 0.58076 1.78490 0.87526  0.0382
H -0.71848 1.03563 0.37013  0.0453
O -0.67971 -0.10951 -3.77410  -0.1299
C 0.07868 -0.05093 -2.79804  -0.6860
O -0.07334 -0.57656 -1.67115  -0.1520
H 0.99092 0.57551 -3.01837  0.0850

***

C7H10 in the gas phase, computed with ωB97M-V with the def2-TZVPD basis set.

spin multiplicity	1
F_max	0.47	eV/A
molecular weight	94.157	g/mol
energy above the lowest of the compared OMol25 structures with the same formula, charge and spin	60.25	kcal/mol
structure (SMILES)	C#CC1(CC)CC1
charge	0
E	-7418.4220	eV

Each line ends with the Löwdin charge.
CARTESIAN COORDINATES (ANGSTROEM)
C -0.89173 -1.87910 0.06841  -0.1061
C -1.14065 -0.40246 0.36757  -0.1989
C 0.10149 0.46696 0.19076  -0.4601
C 0.25643 1.31210 -1.05979  -0.0863
C -0.06011 1.96615 0.24768  -0.0810
C 1.38199 -0.13517 0.51372  -0.0967
C 2.46433 -0.66255 0.46655  0.1235
H -0.41399 -2.00610 -0.90936  0.0813
H -1.82988 -2.44352 0.07438  0.0704
H -0.22539 -2.31389 0.81981  0.0710
H -1.91790 -0.00833 -0.30026  0.1134
H -1.53119 -0.28935 1.38783  0.1158
H 1.27621 1.40092 -1.42215  0.1066
H -0.50424 1.22779 -1.82920  0.1061
H -1.07689 2.32871 0.38590  0.1066
H 0.70548 2.55975 0.73710  0.1076
H 3.40606 -1.12191 0.26104  0.0269

***

2 unconnected molecules or ions with the total composition C6H6O, computed with ωB97M-V with the def2-TZVPD basis set.

spin multiplicity	1
F_max	0.67	eV/A
molecular weight	94.113	g/mol
energy above the lowest of the compared OMol25 structures with the same formula, charge and spin	107.75	kcal/mol
structure (SMILES)	C#CC=O.C=C=C
charge	0
E	-8361.8335	eV

Each line ends with the Löwdin charge.
CARTESIAN COORDINATES (ANGSTROEM)
O -0.02132 0.21414 1.86508  0.0151
C 0.55853 -0.53655 1.10869  -0.3199
C -0.74497 -0.71080 -1.20770  -0.0409
C -1.46034 0.27256 -0.71425  -0.1677
C -1.94122 1.18617 0.07434  0.0261
C 1.75979 -0.14344 0.38351  -0.0741
C 2.82506 0.14118 -0.10229  0.1462
H -1.38401 1.20426 1.01595  0.0499
H 0.28238 -1.59886 1.02551  0.1233
H -1.04243 -1.74551 -1.06160  0.0732
H 0.15804 -0.52276 -1.78066  0.0670
H -2.76695 1.87137 -0.07284  0.0640
H 3.77713 0.39906 -0.51180  0.0378

***

6 unconnected molecules or ions with the total composition C26H54BNO12P at a distorted geometry, computed with ωB97M-V with the def2-TZVPD basis set.

spin multiplicity	1
F_max	4.41	eV/A
molecular weight	614.499	g/mol
charge	+1
E	-63855.3805	eV

Each line ends with the Löwdin charge.
CARTESIAN COORDINATES (ANGSTROEM)
C -5.00681 -1.39070 -0.59982  0.0709
C -4.27210 -0.46936 -0.94397  -0.1096
C -3.56007 0.94113 -0.90984  -0.1460
C -2.95709 1.26624 0.54903  -0.1670
C -4.00759 1.01890 1.70334  -0.1764
N -3.47054 1.20157 3.11340  -0.0986
P -2.16099 0.00610 3.39956  0.8251
O -0.78244 0.55238 3.14134  -0.3772
B -3.10060 2.63728 3.48902  -0.4659
C -2.05343 3.06271 4.63720  0.0097
O -3.75861 3.69777 2.80889  0.1251
H -5.63927 -2.23834 -0.21963  0.0608
H -2.63642 0.82151 -1.58797  0.1020
H -4.21972 1.76806 -1.29474  0.1244
H -2.63986 2.36182 0.56222  0.1342
H -2.00401 0.66671 0.62799  0.1028
H -4.48742 -0.01579 1.67079  0.1215
H -4.86796 1.74075 1.52041  0.1581
H -4.24756 0.92535 3.75520  0.1854
H -2.33039 -0.60530 4.67625  0.0567
H -2.37109 -1.01918 2.40829  0.0768
H -1.35308 3.85186 4.19968  0.1060
H -2.63429 3.59452 5.45748  0.1011
H -1.49483 2.20203 5.10408  0.0535
H -3.08215 4.33359 2.48142  0.1320
O -0.49487 0.93718 -2.71126  0.0837
C 0.34280 0.57235 -1.92127  -0.5279
O 0.60734 1.31938 -0.83513  -0.0132
C 1.46292 0.90984 0.24280  -0.2385
C 2.91952 1.17340 -0.08010  -0.0558
C 1.15601 -0.66750 -2.17448  0.0225
H 1.27313 -0.13051 0.51803  0.1134
H 1.17281 1.51415 1.10456  0.1129
H 3.24837 0.60839 -0.95390  0.0721
H 3.55635 0.90283 0.76409  0.0874
H 3.07221 2.22961 -0.31212  0.0887
H 1.95146 -0.43336 -2.88330  0.1060
H 0.50124 -1.42823 -2.60191  0.0917
H 1.58773 -1.10583 -1.27778  0.0719
O 2.44884 5.55077 3.12206  0.1018
C 1.76782 6.54148 3.05053  -0.5290
O 0.67920 6.66744 3.83942  -0.0182
C -0.10906 7.86112 3.95219  -0.2297
C -1.12086 7.95968 2.82787  -0.0642
C 2.06238 7.61107 2.03288  0.0119
H 0.52843 8.74488 4.02296  0.1195
H -0.63850 7.78587 4.90387  0.1226
H -0.63623 8.01161 1.85153  0.0701
H -1.74659 8.84585 2.94862  0.0873
H -1.76250 7.07474 2.81493  0.0660
H 1.67614 7.29558 1.06294  0.0993
H 3.14370 7.73700 1.96937  0.0977
H 1.65481 8.58765 2.28394  0.0698
O 3.29997 -1.48157 -6.38552  0.0979
C 2.11806 -1.56221 -6.60752  -0.5320
O 1.37584 -2.48999 -5.97151  -0.0173
C -0.05669 -2.57437 -6.03748  -0.2340
C -0.50572 -3.31322 -7.28051  -0.0573
C 1.46649 -0.69398 -7.65074  0.0101
H -0.51143 -1.58464 -5.94812  0.1146
H -0.36988 -3.13784 -5.15593  0.1126
H -0.19398 -2.80014 -8.19222  0.0697
H -1.59236 -3.41365 -7.29720  0.0898
H -0.06005 -4.30947 -7.31164  0.0753
H 1.66367 -1.11467 -8.63730  0.0996
H 1.90138 0.30426 -7.58818  0.0934
H 0.39416 -0.56969 -7.51846  0.0682
O 1.87784 -3.29640 6.87257  0.1149
C 1.46795 -2.16582 6.88188  -0.5269
O 1.74611 -1.33862 5.85145  -0.0004
C 1.18020 -0.03300 5.68556  -0.2539
C 1.93390 1.00017 6.49909  -0.0536
C 0.71376 -1.62728 8.06969  0.0076
H 0.10759 -0.04172 5.90373  0.0883
H 1.27678 0.20804 4.62620  0.1044
H 1.88653 0.78595 7.56821  0.0702
H 1.52463 1.99855 6.32979  0.0803
H 2.99065 1.00189 6.22469  0.0916
H 1.42543 -1.35838 8.85079  0.1015
H 0.04860 -2.40918 8.43832  0.0934
H 0.08321 -0.76955 7.84456  0.0617
O -0.90550 -6.29941 -5.39128  0.0896
C 0.22256 -6.72773 -5.41071  -0.5310
O 0.55301 -7.71167 -6.26653  0.0001
C 1.89136 -8.18233 -6.48202  -0.2286
C 2.29464 -9.19300 -5.42718  -0.0662
C 1.25391 -6.23432 -4.43025  0.0158
H 2.59202 -7.34722 -6.55498  0.1162
H 1.88782 -8.66774 -7.45953  0.1242
H 2.28756 -8.75740 -4.42649  0.0661
H 3.29580 -9.57978 -5.62682  0.0839
H 1.59096 -10.02819 -5.41238  0.0857
H 1.09943 -6.73104 -3.47163  0.0983
H 1.12500 -5.15798 -4.30693  0.0793
H 2.28131 -6.38383 -4.75342  0.0721

***

2 unconnected molecules or ions with the total composition C10H16 at a distorted geometry, computed with ωB97M-V with the def2-TZVPD basis set.

spin multiplicity	1
F_max	2.36	eV/A
molecular weight	136.238	g/mol
energy above the lowest of the compared OMol25 structures with the same formula, charge and spin	21.71	kcal/mol
structure (SMILES)	Cc1ccccc1.CCC
charge	0
E	-10628.8024	eV

Each line ends with the Löwdin charge.
CARTESIAN COORDINATES (ANGSTROEM)
C 0.90961 -1.95626 0.19015  -0.3070
C 1.99383 -1.36935 -0.69277  -0.1014
C 1.01573 -1.75507 1.71347  -0.1076
H 0.96857 -3.05199 0.12342  0.0959
H -0.12099 -1.82654 -0.12211  0.0521
H 1.65413 -0.50366 -1.27786  0.0572
H 2.71545 -0.84720 -0.05535  0.0674
H 0.69655 -2.65113 2.23703  0.0652
H 0.38280 -0.93911 2.08045  0.0485
H 2.48113 -2.04287 -1.38919  0.0653
H 2.02574 -1.46510 2.00658  0.0674
C -2.13377 -0.56508 0.06001  -0.0813
C 0.09001 2.98156 -0.64866  -0.1026
C -0.28488 2.64295 0.65270  -0.0763
C -0.21392 2.16033 -1.71261  -0.0942
C -0.88526 1.40918 0.84955  -0.0580
C -1.03310 1.04337 -1.53266  -0.0488
C -1.37509 0.68330 -0.24088  -0.2839
H 0.71918 3.84496 -0.81631  0.0983
H -0.18046 3.34104 1.46944  0.1006
H 0.20823 2.39188 -2.68132  0.1011
H -1.17217 1.09690 1.84587  0.1105
H -1.30751 0.39390 -2.35403  0.1118
H -1.65612 -1.31615 0.68203  0.0546
H -2.33366 -1.19684 -0.81367  0.0808
H -3.16405 -0.50301 0.42673  0.0846

***

C4H6N2S in the gas phase at a distorted geometry, computed with ωB97M-V with the def2-TZVPD basis set.

spin multiplicity	1
F_max	6.28	eV/A
molecular weight	114.173	g/mol
energy above the lowest of the compared OMol25 structures with the same formula, charge and spin	43.71	kcal/mol
structure (SMILES)	[H]/N=C1/NC=CCS1
charge	0
E	-18059.0779	eV

Each line ends with the Löwdin charge.
CARTESIAN COORDINATES (ANGSTROEM)
C 0.99751 -0.46761 -0.93308  -0.7996
C -1.21177 0.21031 -0.40290  -0.1495
C -1.11912 0.84181 0.70539  -0.1772
C 0.09269 0.47413 1.49386  -0.4587
H 2.67271 -0.93509 -1.26497  -0.0209
H -0.55279 -1.00398 -1.89570  0.1146
H -2.20878 0.14733 -0.97437  0.1485
H -1.87285 1.26557 1.28419  0.0918
H 0.24430 1.32089 2.29013  0.1096
H -0.25489 -0.43354 2.01472  0.0846
N 1.83371 -0.98743 -1.81426  0.0547
N -0.27833 -0.63523 -1.05249  0.0413
S 1.65761 0.20285 0.54950  0.9607

***

Number 1: HOMO -4.276 eV. Number 2: HOMO -9.200 eV. Number 3: HOMO -9.914 eV. Number 4: HOMO -11.464 eV. Number 5: HOMO -9.093 eV. Number 6: HOMO -8.686 eV.